{
  "formula": "C28H66FN5O11PS",
  "method": "ωB97M-V/def2-TZVPD",
  "elements": ["C", "C", "C", "C", "C", "C", "C", "O", "C", "C", "C", "C", "C", "C", "C", "C", "C", "C", "C", "C", "C", "N", "P", "N", "N", "C", "F", "C", "C", "C", "C", "C", "S", "C", "N", "N", "C", "O", "H", "H", "H", "H", "H", "H", "H", "H", "H", "H", "H", "H", "H", "H", "H", "H", "H", "H", "H", "H", "H", "H", "H", "H", "H", "H", "H", "H", "H", "H", "H", "H", "H", "H", "H", "H", "H", "H", "H", "H", "H", "H", "H", "H", "H", "H", "H", "H", "O", "H", "H", "O", "H", "H", "O", "H", "H", "O", "H", "H", "O", "H", "H", "O", "H", "H", "O", "H", "H", "O", "H", "H", "O", "H", "H"],
  "xyz": [[-0.8767, -5.3433, 0.4362], [0.5153, -4.6821, 0.8397], [1.0347, -3.8466, -0.3943], [0.5178, -2.3339, -0.4102], [0.9719, -1.5527, 0.8785], [1.0186, 0.0303, 0.7141], [-0.4909, 0.4280, 0.3656], [-1.3587, 0.0332, 1.4574], [-2.5829, -0.4659, 0.9938], [-2.8456, -1.8996, 1.2419], [-4.1171, -2.5176, 0.8430], [-4.3265, -4.0377, 1.1948], [-5.1868, -1.7527, 0.1726], [-4.9016, -0.3378, -0.0622], [-3.6404, 0.3000, 0.3363], [-3.5029, 1.8358, 0.0639], [-2.8045, 2.1876, -1.3060], [-2.8725, 2.6416, 1.2986], [1.2319, 0.5920, 2.2096], [2.6502, 1.2877, 2.2616], [3.8000, 0.4618, 1.5158], [4.0468, -0.8573, 2.1307], [5.3585, 1.5251, 1.9513], [4.9800, 3.0685, 2.0780], [3.5134, 0.4295, 0.0370], [4.1774, -0.6565, -0.7605], [3.6320, -1.9191, -0.5997], [5.7338, -0.7764, -0.6076], [6.2091, -2.1303, -1.3035], [2.0587, 0.5536, -0.3373], [1.6990, 2.0064, -0.8993], [0.8894, 1.8319, -2.2615], [0.4940, 3.4925, -2.9601], [-1.0194, 3.3464, -3.9353], [-1.9002, 4.2536, -4.3816], [-2.8329, 3.4715, -5.0156], [-2.5388, 2.1777, -4.9407], [-1.3370, 2.0448, -4.2422], [-1.4434, -5.5451, 1.3782], [-1.4229, -4.6969, -0.2986], [-0.7212, -6.3346, -0.0677], [1.2286, -5.5435, 0.9648], [0.4668, -4.0939, 1.7883], [2.1502, -3.9036, -0.5473], [0.5910, -4.3130, -1.3237], [-0.6062, -2.3967, -0.4777], [0.8735, -1.9066, -1.3849], [0.2484, -1.8495, 1.6898], [1.9547, -1.9891, 1.2082], [-0.6326, 1.5375, 0.2766], [-0.8536, -0.0266, -0.5912], [-2.0964, -2.5454, 1.7615], [-5.0578, -4.5395, 0.5176], [-3.3640, -4.5848, 1.3187], [-4.8107, -4.0282, 2.2180], [-6.1647, -2.1947, -0.1120], [-5.6914, 0.2970, -0.5356], [-4.5571, 2.2314, -0.0155], [-2.4856, 3.2695, -1.2578], [-3.5215, 2.0956, -2.1715], [-1.9301, 1.5223, -1.5048], [-1.8426, 3.0174, 1.0701], [-3.5917, 3.4731, 1.6122], [-2.8452, 1.9361, 2.1787], [0.4776, 1.3858, 2.4666], [1.2384, -0.2607, 2.9294], [3.0070, 1.4353, 3.3142], [2.5481, 2.2800, 1.7373], [3.4591, -0.8950, 2.9706], [5.0176, -0.9165, 2.4464], [6.3570, 1.4417, 0.9414], [5.8162, 1.1261, 3.2518], [5.1680, 3.4027, 3.0268], [3.9647, 1.2941, -0.3198], [4.0069, -0.3791, -1.8438], [6.2368, 0.1214, -1.0662], [6.0842, -0.8498, 0.4557], [6.0177, -2.9545, -0.5599], [5.6023, -2.3694, -2.2094], [7.3095, -2.1202, -1.4835], [1.9250, -0.1060, -1.2454], [2.5999, 2.6178, -1.1674], [1.1219, 2.6140, -0.1480], [1.6313, 1.3517, -2.9678], [0.0253, 1.1336, -2.1715], [-3.0820, 1.2857, -5.3122], [-5.2857, 3.8207, 2.6203], [-5.1859, 3.3214, 3.4380], [-5.7928, 4.5981, 2.8854], [1.9971, -0.2759, -5.4267], [2.0745, -0.7680, -4.6015], [1.4990, 0.5123, -5.1820], [2.7982, 4.9316, -5.4410], [3.5731, 4.3648, -5.3607], [2.0712, 4.3857, -5.1161], [-7.0818, 4.7814, 4.8660], [-6.9855, 4.2820, 5.6858], [-7.5888, 5.5605, 5.1255], [1.6030, 7.4714, -6.4505], [2.3141, 8.0667, -6.7108], [2.0243, 6.8545, -5.8376], [-3.5068, -0.5611, -3.3207], [-2.7852, 0.0233, -3.5765], [-3.0984, -1.1813, -2.7042], [2.9993, -6.5687, 1.9218], [3.6949, -5.9559, 1.6592], [3.4370, -7.1726, 2.5345], [2.9271, -6.9681, 4.6589], [3.0266, -7.4627, 5.4810], [2.4105, -6.1949, 4.9105], [-9.3589, 2.5755, 4.7522], [-8.6552, 3.1843, 4.4923], [-8.9283, 1.9587, 5.3543]],
  "lowdin_charge": [-0.11, -0.23, -0.21, -0.18, -0.14, -0.28, -0.14, -0.09, -0.20, 0.04, -0.22, -0.06, -0.02, -0.01, -0.11, -0.31, -0.07, -0.06, -0.07, -0.14, -0.52, 0.07, 0.79, -0.31, 0.04, -0.27, 0.04, -0.18, -0.07, -0.17, -0.16, -0.45, 0.99, -0.62, 0.07, 0.04, -0.12, -0.06, 0.06, 0.07, 0.08, 0.08, 0.10, 0.10, 0.11, 0.10, 0.10, 0.11, 0.11, 0.10, 0.12, 0.11, 0.08, 0.04, 0.09, 0.11, 0.12, 0.13, 0.10, 0.09, 0.03, 0.06, 0.06, 0.08, 0.14, 0.12, 0.12, 0.11, 0.10, 0.06, 0.01, 0.04, -0.02, 0.17, 0.18, 0.12, 0.08, 0.09, 0.09, 0.09, 0.13, 0.12, 0.12, 0.07, 0.07, 0.15, -0.07, 0.04, 0.03, -0.04, 0.02, 0.02, -0.05, 0.05, -0.01, -0.05, 0.05, 0.06, -0.07, 0.03, -0.01, -0.04, -0.01, 0.04, -0.07, 0.03, 0.02, -0.06, 0.05, 0.04, -0.06, 0.00, 0.03],
  "spin_multiplicity": 1,
  "mol_weight_g_mol": 730.90,
  "total_charge": 1,
  "total_energy_ha": -3046.824884,
  "homo_lumo_gap_ev": 7.4
}